This record from the Open Molecules 2025 dataset describes C15H25CrN5O4S as an isolated structure. The level of theory is ωB97M-V/def2-TZVPD.

The energy above the lowest of the compared OMol25 structures with the same formula, charge and spin is 0.00 kcal per mole. The multiplicity is 2. The frontier orbital gap (alpha / beta) comes out at 6.934 / 7.538 eV. The net charge is +3. The energy comes out at -2603.05424 Eh.

XYZ file:
```
51
Properties=species:S:1:pos:R:3:forces:R:3
Cr 0.358 -0.171 0.001 -0.434 0.279 0.080
S -0.405 1.258 1.671 0.129 -0.121 -0.263
O -1.302 0.433 -1.022 -0.294 0.129 -0.129
O 1.148 1.220 -1.280 -0.444 -0.386 -0.045
O 0.901 -1.308 -1.654 0.276 -0.102 0.165
O -0.847 -1.836 0.156 0.127 0.437 -0.426
N 0.177 1.771 4.187 -0.085 0.005 0.084
N 1.912 -0.721 0.982 0.554 -0.275 0.235
N 5.485 -1.355 3.943 -0.039 0.016 0.109
N 3.700 -0.980 2.587 0.164 0.207 0.744
N 5.581 -2.107 1.778 0.106 -0.042 0.019
C 1.859 0.670 -2.439 0.000 0.264 0.049
C 0.295 1.605 5.521 0.037 0.113 -0.139
C -0.452 -2.962 -0.698 -0.175 -0.017 0.178
C 0.098 2.179 -1.644 0.326 0.095 0.067
C -0.077 0.767 3.317 -0.012 0.049 -0.075
C -2.344 -0.550 -1.222 0.191 0.208 -0.150
C -1.116 1.414 -2.071 -0.094 -0.259 0.100
C 2.143 -0.778 -2.175 -0.157 -0.140 0.048
C 0.920 -2.696 -1.251 0.044 0.170 -0.109
C 4.928 -1.488 2.754 -0.100 -0.074 -0.373
C 2.829 -0.882 1.710 -0.327 -0.016 -0.467
C -0.180 -0.512 3.836 0.057 -0.154 0.017
C -0.064 -0.715 5.202 -0.002 -0.095 -0.033
C 0.173 0.355 6.061 -0.009 -0.088 0.096
C -2.249 -1.429 -0.017 0.082 -0.273 0.275
H -1.185 -3.064 -1.494 -0.044 0.047 -0.070
H 6.413 -1.695 4.145 0.000 -0.002 -0.003
H 6.498 -2.500 1.923 0.040 0.002 -0.015
H -0.986 0.895 -3.020 0.003 -0.063 -0.066
H -3.318 -0.069 -1.273 -0.052 0.102 0.004
H -0.448 -3.870 -0.103 -0.093 -0.083 0.126
H 2.923 -0.916 -1.430 0.061 -0.023 0.072
H 0.232 2.711 3.809 0.031 0.055 0.003
H -1.983 2.067 -2.137 -0.106 0.022 0.034
H 1.698 -2.837 -0.506 0.083 0.009 0.085
H 5.195 -2.175 0.855 -0.054 -0.012 -0.056
H -0.094 2.754 -0.744 0.043 0.037 0.097
H 0.247 0.220 7.130 0.009 0.000 -0.007
H -2.156 -1.080 -2.156 0.023 -0.032 -0.091
H 4.976 -0.899 4.682 0.003 0.007 -0.024
H 1.236 0.793 -3.321 -0.065 -0.014 -0.028
H 2.421 -1.284 -3.098 -0.031 -0.088 -0.065
H 1.108 -3.341 -2.107 0.036 -0.006 -0.104
H -2.505 -0.877 0.882 0.032 0.017 0.109
H -0.380 -1.334 3.165 -0.041 -0.020 0.011
H 0.451 2.849 -2.423 0.129 0.020 -0.058
H 0.484 2.495 6.104 -0.025 0.041 -0.012
H -2.889 -2.304 -0.096 0.034 -0.139 0.011
H -0.177 -1.713 5.608 0.012 0.036 -0.032
H 2.785 1.221 -2.578 0.050 0.156 0.022
```
Forces are in eV/Å.